Entry from the Open Molecules 2025 dataset: a structure of composition C92H59BIN2O15 at a distorted geometry (ωB97M-V with the def2-TZVPD basis set).

XYZ file:
```
170
Properties=species:S:1:pos:R:3
C -5.9921 2.4605 0.2869
N -6.3519 1.7462 -0.9669
C -7.6161 2.4216 -1.4342
B -5.3457 1.9234 -2.0232
O -5.2921 0.9788 -3.0518
C -4.3672 3.2278 -1.9997
C -3.1654 3.2535 -1.1749
C -2.3458 4.4752 -1.1672
C -1.0945 4.4872 -0.2554
O -0.8502 5.4778 0.3623
O -0.2892 3.3682 -0.1022
I 0.7332 2.9576 -1.7884
C -2.7912 5.5919 -1.9853
C -4.0199 5.4631 -2.8212
N -4.7465 4.2941 -2.7866
H -5.9896 3.5894 0.1680
H -6.7426 2.2559 1.1020
H -4.9794 2.1865 0.6793
H -7.5327 3.5510 -1.3577
H -8.4099 2.1292 -0.6956
H -7.8751 2.1468 -2.4872
H -4.3734 0.8336 -3.3432
H -2.9502 2.3462 -0.5735
H -2.2130 6.5383 -2.0106
H -4.3977 6.3019 -3.4519
H -5.5912 4.2618 -3.3679
C 0.7129 -0.1445 -2.1589
C 0.8814 -0.2545 -0.7811
C 1.1096 -1.4959 -0.2054
C 1.1587 -2.6349 -1.0032
C 0.9660 -2.5287 -2.3800
C 0.7545 -1.2801 -2.9566
C 0.9665 -3.7419 -3.2389
O 0.8013 -3.6458 -4.4405
C 1.1622 -5.0662 -2.6038
C 1.1087 -6.2162 -3.3853
C 1.3032 -7.4615 -2.8039
C 1.5618 -7.5618 -1.4392
C 1.6110 -6.4186 -0.6547
C 1.4021 -5.1690 -1.2314
C 1.4217 -3.9576 -0.3772
O 1.6427 -4.0401 0.8149
H 0.5407 0.8366 -2.6179
H 0.8371 0.6294 -0.1538
H 1.2454 -1.5762 0.8667
H 0.6176 -1.1924 -4.0281
H 0.9115 -6.1446 -4.4483
H 1.2557 -8.3569 -3.4144
H 1.7208 -8.5341 -0.9864
H 1.8077 -6.5025 0.4073
C 3.5460 4.6749 0.8536
C 2.3121 5.3176 0.9109
C 1.6496 5.4424 2.1240
C 2.2131 4.9148 3.2812
C 3.4390 4.2496 3.2188
C 4.1080 4.1410 2.0045
C 4.0277 3.6403 4.4367
O 5.0964 3.0638 4.3834
C 3.2866 3.7389 5.7182
C 3.7987 3.1239 6.8572
C 3.1196 3.2217 8.0631
C 1.9304 3.9421 8.1386
C 1.4131 4.5520 7.0052
C 2.0839 4.4446 5.7901
C 1.5039 5.0708 4.5765
O 0.4627 5.6975 4.6389
H 4.0677 4.5860 -0.0927
H 1.8696 5.7232 0.0079
H 0.6937 5.9468 2.1662
H 5.0659 3.6370 1.9539
H 4.7254 2.5647 6.8048
H 3.5173 2.7379 8.9475
H 1.4048 4.0236 9.0829
H 0.4851 5.1076 7.0678
C -0.7765 -6.6289 -8.3303
C -0.6097 -6.7377 -6.9522
C -0.3815 -7.9789 -6.3765
C -0.3302 -9.1175 -7.1735
C -0.5212 -9.0117 -8.5513
C -0.7332 -7.7627 -9.1284
C -0.5182 -10.2244 -9.4085
O -0.6809 -10.1327 -10.6093
C -0.3217 -11.5503 -8.7707
C -0.3729 -12.7019 -9.5506
C -0.1773 -13.9449 -8.9664
C 0.0795 -14.0426 -7.6015
C 0.1261 -12.8984 -6.8189
C -0.0837 -11.6503 -7.3986
C -0.0668 -10.4364 -6.5462
O 0.1538 -10.5192 -5.3519
H -0.9458 -5.6578 -8.7808
H -0.6560 -5.8520 -6.3279
H -0.2474 -8.0585 -5.3043
H -0.8688 -7.6742 -10.1997
H -0.5692 -12.6315 -10.6138
H -0.2227 -14.8406 -9.5749
H 0.2392 -15.0138 -7.1479
H 0.3215 -12.9795 -5.7564
C 5.6076 6.3896 4.7479
C 4.5614 7.0731 4.1309
C 4.8283 8.1609 3.3135
C 6.1410 8.5790 3.1173
C 7.1868 7.9099 3.7544
C 6.9167 6.8075 4.5609
C 8.5883 8.3743 3.5944
O 9.4999 7.7897 4.1459
C 8.8542 9.5699 2.7560
C 10.1546 10.0529 2.6412
C 10.4157 11.1618 1.8495
C 9.3799 11.7880 1.1614
C 8.0816 11.3139 1.2768
C 7.8131 10.2101 2.0814
C 6.4154 9.7333 2.2255
O 5.5085 10.2817 1.6279
H 5.4008 5.5347 5.3791
H 3.5399 6.7560 4.2867
H 4.0120 8.6862 2.8318
H 7.7269 6.2770 5.0467
H 10.9648 9.5675 3.1721
H 11.4281 11.5392 1.7658
H 9.5864 12.6499 0.5376
H 7.2780 11.8072 0.7433
C 1.9012 -14.4225 0.9268
C 1.7343 -15.2144 2.0595
C 1.5657 -14.6231 3.3029
C 1.5752 -13.2366 3.4210
C 1.7666 -12.4430 2.2886
C 1.9181 -13.0403 1.0402
C 1.8282 -10.9648 2.4052
O 1.9912 -10.2719 1.4180
C 1.6961 -10.3465 3.7479
C 1.8087 -8.9654 3.8827
C 1.6738 -8.3766 5.1313
C 1.4165 -9.1640 6.2502
C 1.3089 -10.5409 6.1221
C 1.4578 -11.1369 4.8731
C 1.3760 -12.6142 4.7536
O 1.1554 -13.3027 5.7306
H 2.0237 -14.8858 -0.0453
H 1.7338 -16.2945 1.9710
H 1.4310 -15.2432 4.1811
H 2.0536 -12.4281 0.1567
H 2.0058 -8.3476 3.0147
H 1.7670 -7.3017 5.2344
H 1.3042 -8.7022 7.2242
H 1.1134 -11.1503 6.9963
C -10.6453 11.4285 -0.2511
C -9.8696 11.6572 -1.3845
C -8.7377 10.8906 -1.6190
C -8.3696 9.8989 -0.7143
C -9.1350 9.6858 0.4354
C -10.2792 10.4459 0.6574
C -8.7287 8.6665 1.4346
O -9.3925 8.4771 2.4331
C -7.4867 7.8858 1.1962
C -7.0559 6.9673 2.1529
C -5.9061 6.2247 1.9296
C -5.1949 6.3942 0.7458
C -5.6035 7.3121 -0.1991
C -6.7511 8.0667 0.0248
C -7.1688 9.0737 -0.9829
O -6.5299 9.2189 -2.0101
H -11.5343 12.0224 -0.0742
H -10.1505 12.4336 -2.0862
H -8.1401 11.0690 -2.5048
H -10.8831 10.2756 1.5406
H -7.6154 6.8328 3.0710
H -5.5681 5.5105 2.6717
H -4.2996 5.8070 0.5688
H -5.0190 7.4332 -1.1032
```

Net charge: +1
LUMO level in eV: -5.0
E_HOMO in eV: -10.73